C33H88O11 | ωB97M-V with the def2-TZVPD basis set

SMILES: CC(C)O.CC(C)O.CC(C)O.CC(C)O.CC(C)O.CC(C)O.CC(C)O.CC(C)O.CC(C)O.CC(C)O.CC(C)O
HOMO level in eV: -9.287
Gap between HOMO and LUMO in Ha: 0.3591
Electronic energy in eV: -58171.1001

Last column: Löwdin charge in e.
Geometry (Å):
O 0.203 -0.166 -2.013  -0.0961
O -2.968 3.703 3.745  -0.0443
O 2.538 -5.312 2.251  -0.0647
O 2.538 3.401 0.678  -0.0822
O -4.840 -3.960 2.369  -0.0667
O 5.444 -0.634 -3.311  -0.0783
O -1.086 1.440 4.501  -0.0745
O 2.707 0.097 -3.420  -0.0662
O -2.290 -0.584 5.779  -0.0644
O 0.415 2.669 -1.020  -0.0996
O -1.862 -1.943 -3.484  -0.0652
C -2.748 0.295 -3.708  -0.0673
C 7.156 -1.035 -1.701  -0.0551
C 1.191 0.977 4.962  -0.0612
C 4.900 -1.913 -1.409  -0.0613
C -0.279 4.945 -0.639  -0.0238
C 1.205 1.667 -4.248  -0.0379
C 0.386 -4.630 1.520  -0.0630
C 0.156 1.082 3.934  -0.5422
C 1.377 -0.795 0.053  -0.0153
C -5.575 -4.280 0.097  -0.0557
C 2.444 -4.550 -0.033  -0.0483
C -0.239 3.837 -1.674  -0.4400
C -1.563 3.431 -2.227  -0.0571
C -3.147 -2.779 5.533  -0.0610
C -2.861 3.773 2.362  -0.5408
C 3.692 1.847 -4.669  -0.0401
C -3.072 -1.160 -3.734  -0.4973
C 2.517 0.940 -4.516  -0.4869
C 0.116 -0.957 -0.828  -0.4400
C -3.140 -3.979 0.731  -0.0608
C 0.388 2.102 2.876  -0.0458
C -3.203 -1.394 5.042  -0.4831
C 5.959 -1.642 -2.417  -0.4605
C 3.889 1.808 -0.471  -0.0680
C -3.664 4.984 1.912  -0.0531
C -2.819 -1.304 3.568  -0.0323
C 3.688 3.245 -0.154  -0.4777
C -3.684 -1.737 -4.956  -0.0587
C -3.275 2.450 1.753  -0.0439
C -4.578 -3.599 1.016  -0.5109
C -1.165 -0.514 -0.123  -0.0289
C 3.643 4.270 -1.300  -0.0325
C 1.884 -4.376 1.383  -0.4817
H -2.858 2.307 0.739  0.0667
H -1.380 -1.106 0.784  0.0769
H 5.324 -2.483 -0.584  0.0910
H -1.195 -1.402 -3.056  0.0297
H 2.358 0.293 -5.397  0.1467
H 6.249 -2.531 -2.998  0.1453
H -0.424 5.875 -1.185  0.0868
H -3.493 -1.986 3.029  0.0608
H 4.550 4.261 -1.885  0.0675
H -5.349 -3.993 -0.924  0.0765
H -3.684 -1.336 -2.841  0.1273
H -2.018 -0.562 -0.793  0.0682
H 0.377 4.181 -2.529  0.1250
H 2.845 4.020 -1.994  0.0586
H -0.196 -3.962 0.848  0.0652
H 0.266 3.068 3.373  0.1008
H -4.211 -0.972 5.234  0.1515
H 1.765 3.070 0.191  0.0293
H 6.187 -0.302 -3.822  0.0946
H -2.772 -3.573 -0.215  0.0818
H -1.411 0.660 5.026  0.0594
H 1.399 2.059 2.460  0.0743
H 2.370 -6.204 1.911  0.0901
H -4.352 2.325 1.739  0.0833
H -2.332 3.027 4.046  0.0621
H -4.670 4.962 2.343  0.0816
H 0.126 -5.666 1.253  0.0851
H 1.211 1.896 5.530  0.0870
H 0.139 0.098 3.408  0.1372
H -3.755 4.978 0.813  0.0749
H -1.177 4.761 -0.052  0.0642
H 7.482 -1.682 -0.895  0.0786
H 1.152 -0.087 -2.241  0.0627
H -0.337 1.979 2.066  0.0690
H 3.184 1.365 -1.177  0.0605
H 3.887 2.417 -3.763  0.0753
H 3.934 1.215 0.447  0.0874
H 3.607 2.557 -5.501  0.0926
H 2.164 -3.680 -0.613  0.0521
H -3.385 -2.870 6.587  0.0820
H -2.235 2.990 -1.508  0.0668
H -1.062 0.524 0.207  0.0639
H 0.229 1.828 -1.474  0.0491
H -2.292 0.599 -2.776  0.0490
H 2.188 0.820 4.593  0.0784
H -3.779 -2.818 -4.838  0.0835
H 2.104 -5.482 -0.521  0.0922
H -0.041 -2.026 -1.071  0.1313
H 4.570 1.245 -4.893  0.0679
H -3.643 0.900 -3.855  0.0931
H -1.588 2.780 -3.110  0.0669
H 8.024 -0.733 -2.304  0.0869
H 1.274 -1.432 0.938  0.0715
H -1.813 -1.728 3.432  0.0858
H -2.860 1.633 2.340  0.0433
H 3.527 -4.558 0.092  0.0756
H 0.860 2.308 -5.061  0.0921
H 4.065 -2.478 -1.806  0.0784
H 4.469 3.528 0.533  0.1282
H 1.245 2.296 -3.353  0.0602
H -3.814 -3.428 4.957  0.0825
H -2.980 -5.060 0.732  0.0915
H -1.813 3.935 2.104  0.1096
H 4.519 -0.959 -1.026  0.0706
H -2.080 0.543 -4.514  0.0798
H -6.575 -3.888 0.319  0.0812
H 3.645 -0.088 -3.319  0.0440
H 4.880 1.637 -0.949  0.0840
H 1.038 0.198 5.715  0.0861
H 1.493 0.245 0.376  0.0750
H -3.173 5.920 2.213  0.0822
H -5.810 -3.959 2.449  0.0949
H 6.775 -0.156 -1.169  0.0792
H -2.141 -3.167 5.356  0.0935
H -4.705 -1.335 -5.100  0.0916
H 0.619 4.989 -0.016  0.0808
H -5.578 -5.369 0.150  0.0875
H -2.160 4.302 -2.557  0.0975
H -4.665 -2.508 0.906  0.1335
H 0.444 0.893 -4.078  0.0694
H -3.051 -1.512 -5.806  0.0832
H 2.277 -1.115 -0.438  0.0497
H -0.016 -4.507 2.528  0.0792
H -2.523 -3.500 1.490  0.0498
H -2.563 -0.613 6.705  0.1129
H 2.095 -3.363 1.722  0.1198
H 3.515 5.253 -0.847  0.0835
H -2.854 -0.282 3.160  0.0687